Record 1
C17H23O3Os | ωB97M-V/def2-TZVPD

XYZ file:
```
44
Properties=species:S:1:pos:R:3:forces:R:3:lowdin_charge:R:1
Os 0.259 -1.039 0.696 0.54 1.00 -0.66 1.521
C 0.537 -1.787 2.697 0.50 -0.14 2.48 -0.264
C 1.357 -0.629 2.807 0.05 -0.30 0.99 -0.176
C 0.558 0.511 2.558 -0.80 0.70 0.89 -0.175
H 2.413 -0.630 3.065 -0.28 0.01 -0.38 0.108
C -0.789 0.083 2.356 0.40 0.89 1.56 -0.198
C -0.815 -1.335 2.476 -0.04 -0.05 1.46 -0.274
H -1.711 -1.942 2.504 0.21 0.03 -0.10 0.107
H 0.862 -2.812 2.860 -0.12 0.32 0.06 0.100
H 0.907 1.537 2.510 -0.06 -0.32 -0.17 0.103
H -1.658 0.722 2.214 0.39 -0.25 -0.23 0.098
C 0.792 -2.845 -0.423 0.02 -1.82 -0.11 -0.225
C -0.340 -3.057 0.403 0.08 -2.19 -0.90 -0.262
C -1.384 -2.175 -0.039 -0.60 0.24 -0.78 -0.222
H -0.403 -3.788 1.201 -0.01 0.21 -0.10 0.104
C -0.901 -1.479 -1.176 -0.99 -1.30 -2.78 -0.207
C 0.454 -1.852 -1.387 -0.70 0.40 -0.73 -0.194
H 1.107 -1.446 -2.150 -0.08 -0.06 0.15 0.108
H 1.744 -3.362 -0.335 -0.27 0.28 0.06 0.107
H -2.383 -2.074 0.374 0.22 -0.09 -0.16 0.114
H -1.480 -0.800 -1.792 0.29 -0.05 0.35 0.098
O -0.535 0.713 -0.207 0.75 1.46 -0.26 -0.417
C -2.113 1.960 -1.515 -0.63 0.62 -0.86 -0.385
C -0.824 2.657 -1.393 0.47 0.16 0.07 -0.175
C -3.122 2.040 -0.459 -0.53 -0.13 0.53 -0.089
C -2.552 1.550 -2.864 -0.14 -0.33 -0.22 -0.102
C 0.187 1.563 -1.055 -0.09 -0.48 0.82 -0.323
H -0.843 3.381 -0.567 0.01 -0.03 -0.12 0.113
H -0.532 3.166 -2.317 -0.08 0.21 -0.05 0.105
H 0.497 1.023 -1.979 0.04 0.18 0.01 0.105
H 1.084 1.956 -0.551 -0.21 -0.08 -0.47 0.083
H -3.653 3.012 -0.477 -0.03 -0.03 0.09 0.075
H -2.677 1.915 0.539 -0.09 0.05 -0.30 0.064
H -3.887 1.261 -0.610 0.10 0.16 0.18 0.073
H -2.972 2.399 -3.435 0.03 -0.02 -0.08 0.073
H -3.349 0.794 -2.801 0.15 0.04 -0.13 0.068
H -1.720 1.142 -3.455 -0.15 0.06 0.03 0.075
C 4.626 -0.116 0.149 0.59 -0.04 -0.12 -0.026
C 3.161 0.101 0.371 -1.95 -0.04 0.45 -0.669
O 2.682 1.239 0.529 1.11 -1.03 -0.05 -0.031
O 2.469 -1.010 0.410 1.84 1.66 -0.37 -0.205
H 5.165 0.824 0.243 0.06 0.01 -0.03 0.067
H 4.778 -0.531 -0.853 0.04 0.02 0.15 0.075
H 5.006 -0.840 0.877 -0.04 0.07 -0.14 0.074
```
Positions in Å, forces in eV/Å.

E_HOMO (spin up / spin down), eV: -0.78 / -3.67
<S²>: 6.02
Kohn-Sham gap (spin up / spin down), eV: 3.5 / 6.3
Energy above the lowest of the compared OMol25 structures with the same formula, charge and spin, kcal/mol: 0.00
Multiplicity: 5
Total charge: -1


Record 2
C39H87ClO33P5 | ωB97M-V/def2-TZVPD

XYZ file:
```
165
Properties=species:S:1:pos:R:3:forces:R:3:lowdin_charge:R:1
Cl 0.717 -0.389 -0.647 -0.38 0.07 -0.94 0.646
O 1.813 0.274 -1.327 0.13 -0.03 -0.01 -0.377
O 1.028 -1.799 -0.520 0.09 0.18 0.36 -0.362
O 0.499 0.237 0.624 0.15 -0.20 0.43 -0.339
O -0.483 -0.261 -1.450 0.06 -0.06 -0.01 -0.369
C 3.304 2.517 -4.222 0.50 -0.91 0.10 -0.100
C 3.986 1.334 -3.494 -0.88 -0.14 -0.71 -0.102
O 5.304 1.281 -4.046 0.21 0.67 0.33 0.069
C 5.497 2.356 -4.842 -0.39 -0.03 0.14 -0.567
O 6.546 2.743 -5.239 0.19 -0.14 -0.23 0.158
O 4.307 2.936 -5.151 0.16 0.39 0.21 0.041
H 3.046 3.319 -3.537 -0.04 0.06 -0.11 0.101
H 2.452 2.149 -4.785 -0.20 0.32 0.01 0.127
H 3.481 0.421 -3.803 0.10 -0.18 0.48 0.117
H 3.971 1.472 -2.417 0.31 -0.17 0.03 0.106
C 0.916 -1.911 -4.275 -0.54 -0.99 1.47 -0.101
C -0.441 -2.187 -4.928 0.70 0.27 -0.48 -0.109
O -0.299 -3.509 -5.443 -0.28 -0.36 0.65 0.043
C 0.923 -4.029 -5.114 -0.48 0.80 -0.58 -0.586
O 1.215 -5.157 -5.303 0.33 -0.28 0.05 0.176
O 1.717 -3.048 -4.641 0.49 0.22 -0.61 0.052
H 0.858 -2.066 -3.195 -0.32 0.76 0.07 0.095
H 1.313 -0.918 -4.461 0.53 -0.31 -0.43 0.123
H -0.622 -1.550 -5.793 -0.18 0.19 0.16 0.125
H -1.229 -2.097 -4.184 -0.22 -0.20 -0.19 0.126
C 4.180 -2.260 0.293 1.04 1.18 0.83 -0.134
C 4.643 -1.600 -1.001 -0.58 0.38 -0.07 -0.122
O 5.027 -2.707 -1.812 0.01 -0.22 0.17 0.064
C 4.579 -3.861 -1.247 0.33 0.95 -0.52 -0.571
O 4.772 -4.927 -1.722 -0.20 -0.53 0.18 0.165
O 3.917 -3.588 -0.106 -0.40 -0.47 0.45 0.060
H 3.377 -1.717 0.790 -0.75 -0.56 -0.64 0.113
H 4.942 -2.241 1.087 0.34 -0.42 -0.39 0.128
H 5.476 -0.907 -0.920 0.13 -0.18 0.17 0.120
H 3.803 -1.063 -1.447 0.06 -0.16 -0.20 0.100
C 2.885 -0.264 4.354 0.91 0.69 -0.54 -0.068
C 1.728 0.434 3.660 -0.56 -1.40 0.14 -0.264
O 1.151 1.508 4.416 0.43 0.24 0.52 -0.175
P 1.820 2.943 4.239 -0.91 -0.27 -1.01 0.390
O 3.151 2.901 3.631 0.33 0.26 0.17 -0.217
O 0.722 3.709 3.385 0.38 0.31 0.28 -0.154
C 1.072 4.249 2.102 0.59 0.12 -1.30 -0.274
C -0.155 4.763 1.392 -0.23 0.46 0.99 -0.069
O 1.697 3.632 5.648 -0.32 -0.14 0.06 -0.150
C 1.264 2.966 6.827 0.70 -0.01 1.50 -0.260
C 2.461 2.528 7.671 0.55 -0.84 0.10 -0.074
H 3.593 0.484 4.722 -0.02 -0.06 0.06 0.067
H 2.665 -0.966 5.155 -0.45 0.12 0.00 0.072
H 3.427 -0.803 3.569 -0.03 -0.17 0.15 0.068
H 1.976 0.747 2.650 0.16 0.23 0.09 0.083
H 0.940 -0.314 3.545 -0.22 0.30 -0.08 0.122
H 1.833 5.034 2.160 -0.16 0.05 0.50 0.099
H 1.552 3.483 1.484 -0.15 -0.20 0.17 0.113
H -0.639 5.548 1.984 -0.02 -0.21 0.12 0.077
H 0.116 5.276 0.472 0.07 -0.49 -0.29 0.077
H -0.881 3.960 1.280 0.02 0.12 -0.39 0.059
H 0.733 3.683 7.452 -0.31 0.18 -0.44 0.116
H 0.614 2.114 6.657 -0.02 0.08 -0.52 0.110
H 2.208 1.671 8.304 -0.29 0.20 0.08 0.074
H 3.297 2.145 7.079 -0.17 0.20 -0.30 0.074
H 2.872 3.297 8.324 -0.16 0.21 -0.15 0.069
C -3.341 1.584 -1.412 -0.09 0.31 0.75 -0.054
C -3.228 2.487 -0.187 0.16 -0.10 -1.08 -0.231
O -4.446 3.271 -0.150 -0.32 -0.25 0.17 -0.185
P -4.499 4.659 0.604 0.64 -0.49 -0.41 0.338
O -3.175 5.255 0.751 0.53 0.37 0.41 -0.213
O -5.497 5.541 -0.215 -1.02 0.07 -0.21 -0.166
C -4.992 6.340 -1.302 0.24 0.16 -0.10 -0.243
C -4.498 5.490 -2.468 0.06 -0.07 -0.16 -0.069
O -5.335 4.371 1.900 -0.06 0.63 0.26 -0.161
C -4.718 3.652 2.971 0.14 -1.30 0.62 -0.263
C -5.754 3.582 4.081 -0.15 0.36 -0.41 -0.068
H -3.300 2.159 -2.335 -0.13 -0.03 -0.04 0.075
H -2.537 0.849 -1.400 -0.03 0.01 -0.06 0.043
H -4.312 1.101 -1.275 0.06 -0.25 -0.47 0.077
H -3.134 1.835 0.682 -0.09 0.37 0.29 0.116
H -2.415 3.205 -0.271 0.26 -0.26 0.23 0.100
H -5.790 7.002 -1.632 -0.27 -0.19 0.30 0.112
H -4.208 6.962 -0.871 0.13 0.01 -0.24 0.108
H -3.410 5.450 -2.480 -0.01 -0.22 0.02 0.081
H -4.905 4.482 -2.397 0.12 -0.04 0.15 0.072
H -4.832 5.854 -3.442 0.03 0.32 0.13 0.070
H -4.455 2.649 2.618 -0.23 -0.05 -0.06 0.113
H -3.768 4.052 3.329 -0.17 0.71 -0.30 0.122
H -5.387 3.212 5.035 0.27 -0.07 -0.10 0.075
H -6.118 4.603 4.214 -0.12 -0.08 0.22 0.077
H -6.587 2.958 3.760 -0.04 0.03 0.05 0.075
C -8.160 -4.324 1.575 0.71 -1.01 0.38 -0.069
C -6.782 -4.041 1.009 -0.50 0.42 -0.50 -0.264
O -6.245 -2.853 1.610 0.05 0.12 0.52 -0.173
P -5.706 -1.652 0.738 0.34 0.36 -0.82 0.360
O -5.190 -0.495 1.465 -0.18 -0.13 0.58 -0.218
O -4.696 -2.299 -0.279 -0.21 -0.26 0.68 -0.167
C -3.300 -1.915 -0.359 0.19 0.43 -1.66 -0.250
C -2.397 -3.097 -0.169 0.12 -0.87 -0.06 -0.063
O -6.923 -1.321 -0.240 0.16 0.02 -0.10 -0.183
C -8.048 -0.602 0.267 -0.53 -0.22 0.60 -0.285
C -8.917 -0.186 -0.900 0.23 0.47 0.79 -0.067
H -8.894 -3.599 1.241 -0.08 0.01 0.04 0.066
H -8.415 -5.338 1.249 -0.34 0.21 -0.24 0.079
H -8.135 -4.407 2.663 -0.03 0.39 0.02 0.079
H -6.060 -4.844 1.147 -0.08 -0.08 0.21 0.122
H -6.917 -3.893 -0.066 0.31 0.04 0.00 0.114
H -3.264 -1.575 -1.397 0.54 0.06 0.06 0.114
H -3.023 -1.046 0.233 -0.43 -0.19 0.50 0.108
H -1.337 -2.843 -0.216 -0.08 0.41 0.26 0.062
H -2.613 -3.624 0.764 0.12 0.17 0.10 0.083
H -2.513 -3.834 -0.970 -0.33 0.09 0.00 0.075
H -8.593 -1.241 0.975 -0.05 -0.16 -0.25 0.107
H -7.755 0.251 0.885 0.39 0.12 -0.37 0.117
H -9.757 0.380 -0.492 -0.12 -0.11 -0.12 0.078
H -8.335 0.511 -1.501 -0.11 -0.23 -0.40 0.081
H -9.283 -1.050 -1.445 0.08 0.06 -0.24 0.076
C 2.957 6.040 -3.873 -0.50 0.49 -0.58 -0.070
C 4.140 6.353 -2.998 0.70 0.67 -1.09 -0.274
O 4.593 5.215 -2.261 -0.28 0.09 0.16 -0.163
P 4.145 5.059 -0.744 -0.25 -0.76 -0.22 0.367
O 2.845 5.644 -0.408 0.04 0.47 0.00 -0.205
O 4.237 3.496 -0.585 0.41 0.04 0.04 -0.164
C 4.717 2.963 0.683 -0.08 0.30 0.67 -0.230
C 4.294 1.533 0.817 -0.47 -1.20 -0.56 -0.054
O 5.377 5.585 0.101 0.34 0.19 0.19 -0.181
C 5.346 6.935 0.595 0.12 0.61 -0.16 -0.254
C 4.733 6.974 1.985 -0.08 0.05 -0.22 -0.055
H 2.824 6.815 -4.639 0.06 0.34 0.41 0.082
H 3.100 5.172 -4.519 0.12 -0.27 0.53 0.060
H 2.035 5.998 -3.294 -0.01 -0.34 -0.05 0.084
H 4.968 6.672 -3.643 0.14 -0.47 0.07 0.121
H 3.991 7.244 -2.383 -0.42 -0.35 0.39 0.108
H 5.794 3.124 0.705 0.05 -0.21 0.00 0.120
H 4.293 3.529 1.516 -0.11 0.08 -0.15 0.094
H 4.120 1.175 1.831 0.30 0.55 0.26 0.064
H 3.335 1.362 0.316 0.05 0.23 -0.06 0.069
H 4.988 0.823 0.360 0.14 0.22 -0.10 0.063
H 6.366 7.324 0.612 0.14 -0.45 0.03 0.116
H 4.861 7.569 -0.152 -0.45 -0.06 0.29 0.103
H 4.262 7.928 2.226 0.10 0.09 -0.17 0.079
H 3.956 6.213 2.030 0.01 0.00 0.20 0.058
H 5.506 6.787 2.728 -0.13 -0.21 0.10 0.077
C 1.235 -4.933 -1.747 0.06 0.54 0.19 -0.045
C 0.182 -5.977 -1.450 0.14 0.59 0.06 -0.236
O 0.799 -7.095 -0.775 -0.26 -0.20 0.11 -0.188
P 1.287 -8.389 -1.556 0.11 0.44 0.47 0.352
O 1.245 -8.264 -3.002 -0.05 -0.20 -0.43 -0.198
O 2.699 -8.695 -0.939 0.17 0.35 -0.23 -0.157
C 2.942 -8.679 0.466 -0.28 -0.94 0.94 -0.281
C 4.435 -8.611 0.726 -0.36 -0.02 -0.91 -0.062
O 0.428 -9.568 -0.913 -0.20 0.48 0.35 -0.184
C -0.999 -9.521 -1.097 0.14 -1.68 -0.46 -0.257
C -1.665 -10.255 0.048 0.01 -0.10 0.91 -0.079
H 0.884 -4.083 -2.339 -0.32 -0.49 -0.44 0.064
H 1.558 -4.375 -0.865 0.22 -0.64 0.29 0.068
H 2.066 -5.432 -2.241 0.13 0.30 -0.09 0.089
H -0.556 -5.594 -0.745 -0.12 -0.08 -0.09 0.107
H -0.300 -6.309 -2.369 0.01 -0.13 0.04 0.113
H 2.387 -7.906 1.002 0.08 0.36 -0.46 0.116
H 2.533 -9.615 0.868 0.15 -0.04 -0.10 0.113
H 4.787 -7.590 0.588 0.16 0.00 0.33 0.076
H 4.662 -9.047 1.695 0.13 0.30 0.15 0.073
H 4.917 -9.209 -0.049 0.10 -0.09 0.15 0.080
H -1.407 -8.523 -1.238 0.30 0.19 0.08 0.114
H -1.143 -10.131 -1.992 -0.41 0.51 -0.25 0.121
H -2.704 -9.951 0.176 0.03 0.10 -0.05 0.073
H -1.665 -11.344 -0.030 0.12 0.06 -0.48 0.072
H -1.131 -10.076 0.986 -0.13 0.37 -0.06 0.078
```
Positions in Å, forces in eV/Å.

E_HOMO, eV: -7.84
Kohn-Sham gap, eV: 9.9
Energy above the lowest of the compared OMol25 structures with the same formula, charge and spin, kcal/mol: 12.10
Total charge: -1


Record 3
C4H6N2 | ωB97M-V/def2-TZVPD

XYZ file:
```
12
Properties=species:S:1:pos:R:3:forces:R:3:lowdin_charge:R:1
N 2.985 -0.059 -0.501 -4.16 0.58 1.15 0.150
C 1.861 0.050 -0.133 6.17 -0.70 -2.24 -0.200
C 0.597 0.048 0.459 -1.98 0.28 0.44 -0.284
C -0.379 -1.055 0.024 -0.79 -0.22 0.06 -0.173
N -1.113 -0.098 -0.783 -0.21 1.18 -0.10 -0.045
C -0.482 1.054 -0.072 1.07 0.93 -1.41 -0.138
H 0.761 0.078 1.513 -0.03 0.12 0.85 0.134
H -1.019 -1.371 0.841 0.31 -0.35 0.56 0.111
H -0.037 -1.916 -0.526 0.46 -0.26 -0.10 0.111
H -2.118 -0.186 -0.765 -0.05 0.16 0.07 0.099
H -0.951 1.617 0.755 -0.42 -0.68 -0.31 0.109
H -0.104 1.839 -0.812 -0.37 -1.03 1.03 0.126
```
Positions in Å, forces in eV/Å.

E_HOMO, eV: -9.51
Kohn-Sham gap, eV: 10.3
Energy above the lowest of the compared OMol25 structures with the same formula, charge and spin, kcal/mol: 45.12
SMILES: N#CC1CNC1
Total charge: 0